C20H57N4O8 | ωB97M-V with the def2-TZVPD basis set

```
89
Properties=species:S:1:pos:R:3:mulliken_charge:R:1
N 39.01 -31.39 37.50 0.7066
H 38.45 -30.67 38.16 0.3918
H 38.32 -32.05 37.23 -0.1085
H 39.84 -31.53 38.13 -0.3949
H 39.34 -30.84 36.71 0.1549
C 35.44 -31.73 39.31 -0.5802
O 35.77 -31.41 37.93 -0.4003
H 34.74 -32.49 39.05 0.3157
H 34.71 -31.05 39.94 0.2308
H 36.31 -31.79 39.88 0.1924
H 35.27 -31.93 37.47 0.2325
C 37.07 -28.66 35.13 -1.3853
O 37.59 -28.92 36.40 -0.2571
H 37.85 -28.76 34.55 0.4969
H 36.55 -27.70 35.16 0.3192
H 36.44 -29.23 34.81 0.6384
H 36.93 -28.65 37.02 0.2085
C 37.91 -32.27 31.49 -1.0349
O 38.12 -31.47 32.70 -0.3063
C 37.64 -32.17 33.82 0.0876
C 38.42 -33.33 34.37 -1.2261
N 37.82 -33.89 35.54 -0.1973
C 38.65 -35.02 35.99 -0.4768
C 38.14 -35.27 37.42 -0.8462
O 38.64 -34.19 38.27 0.3403
C 38.61 -34.37 39.64 -0.7035
H 38.05 -31.58 30.67 0.2708
H 36.99 -32.69 31.51 0.4808
H 38.55 -33.04 31.40 0.4059
H 36.49 -32.34 33.68 0.2972
H 37.50 -31.24 34.69 -0.4230
H 39.36 -33.28 34.49 0.8007
H 38.35 -34.03 33.50 0.4947
H 37.05 -34.37 35.09 0.3788
H 39.80 -34.99 36.17 0.1411
H 38.29 -35.93 35.24 0.3560
H 38.61 -36.15 37.93 0.4074
H 37.03 -35.30 37.55 0.3233
H 37.48 -34.62 40.09 0.2409
H 39.14 -33.52 40.33 0.0002
H 39.07 -35.32 40.08 0.2618
C 39.97 -28.02 39.48 -0.7668
O 39.99 -29.25 40.22 -0.4249
C 41.20 -29.83 40.26 0.7069
C 41.11 -31.20 40.98 -0.5529
N 42.32 -32.03 40.91 0.0017
C 42.17 -33.26 41.63 -1.4725
C 42.17 -34.40 40.74 1.0418
O 42.02 -35.65 41.40 -0.4732
C 41.79 -36.90 40.65 -0.6458
H 40.28 -27.06 39.87 0.4037
H 38.95 -27.86 39.37 0.3327
H 40.40 -28.13 38.49 0.1690
H 42.00 -29.12 40.58 0.5067
H 41.23 -30.25 39.17 -0.6137
H 40.33 -31.76 40.69 -0.0662
H 40.71 -30.88 42.06 0.1362
H 43.30 -31.62 41.15 0.2942
H 41.45 -33.30 42.40 0.5368
H 42.88 -33.23 42.45 0.6444
H 42.94 -34.39 39.98 0.2993
H 41.26 -34.31 40.13 -0.7122
H 41.44 -37.67 41.30 0.3368
H 42.57 -37.51 40.24 0.3228
H 41.28 -36.74 39.80 0.0441
C 42.11 -26.25 34.84 -0.7107
O 42.27 -27.19 35.80 -0.3514
C 41.67 -28.53 35.56 -0.4642
C 42.58 -29.46 36.35 -0.9942
N 41.99 -30.76 36.24 0.1729
C 42.91 -31.68 36.86 -1.2779
C 42.39 -33.11 37.02 0.3298
O 43.36 -33.88 37.59 -0.4304
C 43.07 -35.24 37.50 -0.9198
H 42.66 -26.33 33.82 0.2491
H 42.63 -25.48 35.27 0.2926
H 41.01 -26.15 34.64 0.2696
H 41.32 -28.85 34.59 0.5117
H 40.75 -28.56 36.10 -0.0364
H 42.82 -29.07 37.24 0.7840
H 43.62 -29.32 36.02 0.3287
H 42.14 -31.09 35.15 0.3700
H 42.94 -31.38 37.81 0.4565
H 43.90 -31.88 36.35 0.2850
H 41.98 -33.41 36.05 0.3567
H 41.60 -33.21 37.53 -0.0974
H 43.15 -35.56 36.45 0.4341
H 42.22 -35.47 37.82 0.2384
H 43.74 -35.94 37.99 0.3198
```

HOMO = -0.416 hartree
charge = +1
max |F| = 10.9 eV/Å
2S+1 = 1
energy above the lowest of the compared OMol25 structures with the same formula, charge and spin = 135.6 kJ/mol
E_LUMO = -1.989 eV

C4H6N2O6 | ωB97M-V with the def2-TZVPD basis set

```
18
Properties=species:S:1:pos:R:3:nbo_charge:R:1
C 1.52 -2.12 0.01 -0.2528
O 0.09 -1.66 -0.08 -0.5322
C -0.16 -0.36 0.46 0.7545
C 0.70 -0.14 1.71 -0.6726
O 0.20 0.76 -0.49 -0.4799
C -0.95 1.18 -0.99 0.4256
N -0.95 2.42 -1.83 0.5199
O -1.88 3.14 -1.62 -0.3141
O -0.07 2.56 -2.66 -0.3322
N -2.00 0.61 -0.52 0.3440
O -3.20 0.61 -0.65 -0.3636
O -1.50 -0.24 0.58 -0.3745
H 1.76 -2.35 0.97 0.1707
H 1.59 -3.00 -0.69 0.2159
H 2.19 -1.30 -0.21 0.1854
H 1.52 0.40 1.42 0.2339
H 0.95 -1.09 2.28 0.2338
H 0.19 0.57 2.31 0.2383
```

HOMO (spin up / spin down) = -0.346 / -0.346 hartree
max |F| = 4.3 eV/Å
2S+1 = 1
SMILES string = CO[C@@]1(C)OC([N+](=O)[O-])=[N+]([O-])O1
energy above the lowest of the compared OMol25 structures with the same formula, charge and spin = 275.6 kJ/mol
E_LUMO (spin up / spin down) = -0.854 / -0.854 eV

C16H17N | ωB97M-V with the def2-TZVPD basis set

```
34
Properties=species:S:1:pos:R:3:nbo_charge:R:1
C -1.54 -0.26 1.99 -0.6932
C 0.84 -2.37 0.23 0.2264
C -0.48 -1.94 0.31 -0.1740
C -0.50 -1.15 1.53 0.1748
C 0.73 -1.36 2.18 0.1079
C 1.27 -3.06 -0.89 -0.2297
C 0.37 -3.19 -1.95 -0.1191
C -1.42 -2.08 -0.72 -0.0969
C -0.95 -2.72 -1.87 -0.2114
N 1.53 -2.12 1.42 -0.4612
H 2.53 -2.22 1.43 0.4476
H 2.19 -3.61 -1.04 0.2487
H 0.99 -0.93 3.14 0.2485
H 0.74 -3.60 -2.88 0.2407
H -2.32 -1.52 -0.94 0.2482
H -1.84 0.39 1.16 0.2749
H -1.26 0.37 2.83 0.2495
H -1.64 -2.82 -2.70 0.2406
H -2.51 -0.77 2.15 0.2735
C -0.74 4.09 0.56 -0.6689
C 1.13 0.73 -1.33 -0.2502
C 1.91 1.66 -0.72 -0.1835
C -0.27 0.85 -1.31 -0.2144
C 1.34 2.80 -0.11 -0.2441
C -0.85 1.93 -0.66 -0.2544
C -0.03 2.91 -0.03 0.0806
H 1.52 -0.23 -1.66 0.2056
H 2.93 1.40 -0.44 0.2121
H -0.87 0.15 -1.85 0.2072
H 1.96 3.35 0.58 0.2209
H -1.93 1.95 -0.55 0.2103
H -1.82 4.08 0.38 0.2198
H -0.33 5.00 0.12 0.2354
H -0.70 4.29 1.64 0.2276
```

HOMO (spin up / spin down) = -0.436 / -0.436 hartree
charge = +1
max |F| = 2.5 eV/Å
2S+1 = 2
energy above the lowest of the compared OMol25 structures with the same formula, charge and spin = 78.2 kJ/mol
E_LUMO (spin up / spin down) = -3.572 / -6.857 eV

C30H53Cl2MoNP2 | ωB97M-V with the def2-TZVPD basis set

```
89
Properties=species:S:1:pos:R:3:mulliken_spin:R:1
Mo -0.13 -0.20 -0.16 2.1238
Cl 0.55 0.11 -2.46 0.0542
P -1.03 -2.42 -0.86 -0.0651
C 0.00 -3.45 -2.05 -0.0012
C -1.42 -3.55 0.58 -0.0229
C -2.62 -2.22 -1.83 -0.0366
C 1.50 -3.15 -2.05 0.0242
H -0.42 -3.13 -3.02 0.0014
C -0.20 -4.96 -1.88 -0.0016
H 0.22 -5.31 -0.93 0.0000
H 0.36 -5.47 -2.69 -0.0001
H -1.24 -5.29 -1.96 -0.0001
H 1.71 -2.14 -2.42 0.0041
H 2.01 -3.86 -2.73 0.0004
H 1.95 -3.27 -1.06 -0.0064
H -2.24 -1.70 -2.73 0.0002
C -3.68 -1.33 -1.17 0.0511
C -3.21 -3.57 -2.24 0.0036
H -2.58 -4.11 -2.96 0.0000
H -4.18 -3.39 -2.74 0.0006
H -3.41 -4.23 -1.38 -0.0006
H -3.28 -0.47 -0.64 -0.0389
H -4.30 -1.90 -0.47 0.0025
H -4.35 -0.95 -1.96 0.0012
C -0.21 -3.65 1.50 0.0147
H -1.61 -4.53 0.11 -0.0063
C -2.67 -3.14 1.36 0.0178
H 0.68 -4.08 1.01 0.0001
H -0.45 -4.29 2.36 0.0009
H 0.08 -2.66 1.90 0.0042
H -2.64 -2.07 1.62 -0.0036
H -2.72 -3.72 2.29 0.0014
H -3.60 -3.34 0.81 0.0005
Cl -1.80 0.28 1.47 0.0592
H -0.88 1.48 -0.73 -0.1520
P -0.49 2.92 -0.91 0.0042
C -1.54 3.38 -2.32 0.0107
C -0.91 3.84 0.60 -0.0286
C 1.24 3.19 -1.41 -0.0341
C -2.78 2.49 -2.44 -0.0217
H -0.88 3.17 -3.18 0.0028
C -1.89 4.88 -2.33 -0.0051
H -2.66 5.12 -1.58 -0.0007
H -2.29 5.14 -3.32 0.0020
H -1.02 5.52 -2.15 -0.0014
H -2.50 1.44 -2.63 0.0085
H -3.39 2.83 -3.28 0.0002
H -3.41 2.52 -1.53 0.0000
H 1.28 2.65 -2.37 -0.0079
C 2.23 2.51 -0.46 -0.0632
C 1.55 4.67 -1.65 0.0069
H 1.04 5.05 -2.54 0.0001
H 2.63 4.79 -1.81 -0.0012
H 1.28 5.29 -0.78 -0.0005
H 1.79 1.64 0.07 0.0199
H 2.63 3.20 0.29 0.0044
H 3.08 2.12 -1.04 0.0050
C -2.39 3.70 0.93 0.0105
H -0.68 4.89 0.34 0.0001
C -0.05 3.44 1.80 -0.0163
H -3.06 4.05 0.14 0.0002
H -2.60 4.30 1.83 0.0003
H -2.63 2.65 1.16 -0.0013
H -0.25 2.40 2.10 0.0089
H -0.32 4.09 2.65 0.0021
H 1.03 3.55 1.63 0.0002
C 1.54 1.33 5.06 0.0165
C 0.53 0.41 4.77 -0.0132
C 0.47 -0.20 3.52 0.0178
C 1.41 0.15 2.53 0.0201
C 2.47 1.03 2.85 -0.0019
C 2.53 1.62 4.10 -0.0066
N 1.36 -0.44 1.22 0.0043
C 2.56 -1.13 0.91 -0.0003
C 3.21 -0.91 -0.32 0.0010
C 4.47 -1.48 -0.52 0.0086
C 5.02 -2.33 0.44 -0.0019
C 4.33 -2.61 1.62 0.0036
C 3.12 -1.99 1.88 -0.0071
H 1.58 1.81 6.04 0.0015
H -0.21 0.17 5.53 -0.0010
H -0.29 -0.95 3.30 0.0180
H 3.24 1.21 2.10 0.0014
H 3.35 2.30 4.34 -0.0006
H 2.74 -0.29 -1.09 0.0038
H 5.03 -1.24 -1.43 0.0002
H 5.99 -2.78 0.25 -0.0001
H 4.75 -3.29 2.36 0.0003
H 2.59 -2.15 2.82 -0.0003
```

HOMO (spin up / spin down) = -0.216 / -0.198 hartree
max |F| = 1.9 eV/Å
2S+1 = 3
E_LUMO (spin up / spin down) = 0.511 / 0.512 eV

C22H24N2O2 | ωB97M-V with the def2-TZVPD basis set

```
50
Properties=species:S:1:pos:R:3:nbo_charge:R:1
C -1.38 -3.04 -3.42 -0.7182
C -0.53 -1.84 -3.06 0.5658
O -0.02 -1.17 -3.94 -0.5664
C -0.34 -1.59 -1.62 -0.2047
C 0.84 -1.19 -1.11 0.2954
C 2.03 -0.87 -1.96 -0.6819
N 1.05 -1.10 0.26 -0.4560
C 2.38 -0.92 0.83 -0.2490
C 2.86 0.51 0.80 -0.0530
C 2.13 1.49 1.47 -0.1656
C 2.55 2.80 1.45 -0.2121
C 3.71 3.16 0.79 -0.2164
C 4.46 2.19 0.14 -0.2099
C 4.03 0.87 0.15 -0.2111
C 0.02 -1.31 1.17 0.8085
O 0.19 -1.17 2.37 -0.6495
N -1.16 -1.71 0.66 -0.6173
C -1.53 -1.87 -0.73 -0.0527
C -2.73 -0.96 -1.08 -0.3944
C -2.45 0.53 -0.86 -0.4578
C -2.40 0.96 0.58 0.0896
C -3.43 0.65 1.46 -0.2603
C -3.38 1.06 2.78 -0.2003
C -2.31 1.81 3.23 -0.2212
C -1.30 2.15 2.36 -0.1855
C -1.33 1.72 1.05 -0.2617
H -2.44 -2.86 -3.26 0.2283
H -1.23 -3.26 -4.48 0.2404
H -1.08 -3.91 -2.83 0.2240
H 2.41 0.12 -1.71 0.2424
H 2.83 -1.59 -1.79 0.2170
H 1.76 -0.88 -3.01 0.2737
H 3.09 -1.58 0.34 0.2035
H 2.28 -1.22 1.88 0.2663
H 1.24 1.19 2.01 0.2253
H 1.98 3.56 1.97 0.2095
H 4.04 4.19 0.77 0.2136
H 5.37 2.45 -0.37 0.2135
H 4.62 0.11 -0.35 0.2088
H -1.90 -1.79 1.34 0.4157
H -1.86 -2.92 -0.86 0.1933
H -3.58 -1.27 -0.47 0.2019
H -2.98 -1.11 -2.12 0.2124
H -1.51 0.79 -1.36 0.2211
H -3.25 1.09 -1.36 0.2239
H -4.28 0.08 1.11 0.2024
H -4.19 0.80 3.45 0.2116
H -2.28 2.13 4.26 0.2135
H -0.47 2.75 2.71 0.2080
H -0.53 1.98 0.37 0.2158
```

HOMO = -0.306 hartree
max |F| = 0.7 eV/Å
2S+1 = 1
SMILES string = CC(=O)C1=C(C)N(Cc2ccccc2)C(=O)N[C@H]1CCc1ccccc1
energy above the lowest of the compared OMol25 structures with the same formula, charge and spin = 81.5 kJ/mol
E_LUMO = 0.687 eV

C2H4N2O | ωB97M-V with the def2-TZVPD basis set

```
9
Properties=species:S:1:pos:R:3:nbo_charge:R:1
H -0.32 2.29 0.23 0.3075
N -0.14 1.56 -0.52 -0.6346
C -0.11 0.40 0.13 0.2979
N -0.26 0.33 1.48 -0.8094
C 0.22 -0.64 -0.88 0.3763
O 0.22 -1.80 -0.54 -0.5137
H 0.03 1.18 1.96 0.4009
H 0.10 -0.61 1.77 0.4064
H 0.57 -0.30 -1.91 0.1687
```

HOMO = -0.365 hartree
max |F| = 5.9 eV/Å
2S+1 = 1
SMILES string = [H]/N=C(\N)C=O
energy above the lowest of the compared OMol25 structures with the same formula, charge and spin = 100.8 kJ/mol
E_LUMO = 0.116 eV

C37H44Br2Ge2N4O2S2Tl | ωB97M-V with the def2-TZVPD basis set

```
94
Properties=species:S:1:pos:R:3:mulliken_charge:R:1
Tl 0.81 -0.55 -0.16 0.6032
S 0.98 0.38 2.46 -0.4769
C 0.50 2.05 2.23 -0.1211
N -0.06 2.75 3.20 -0.4288
N -0.30 2.11 4.32 0.1543
C -1.24 2.52 5.22 0.3848
C -1.88 3.76 5.10 -0.1521
C -2.87 4.12 5.99 -0.5228
C -3.24 3.26 7.02 -0.5117
C -2.59 2.04 7.16 -0.4733
C -1.60 1.67 6.28 -0.5944
N 0.57 2.73 1.08 -0.0471
N 0.86 2.11 -0.01 0.3579
C 0.94 2.91 -1.13 -0.2791
C 1.11 4.30 -1.05 -0.1477
C 1.21 5.05 -2.20 -0.6403
C 1.12 4.44 -3.45 -0.5130
C 0.96 3.07 -3.53 -0.8800
C 0.88 2.30 -2.39 0.0528
H 0.02 1.13 4.35 0.1230
H -1.59 4.40 4.28 0.4493
H -3.37 5.07 5.88 0.3691
H -4.02 3.54 7.71 0.3692
H -2.86 1.36 7.96 0.3524
H -1.09 0.72 6.37 0.3895
H 1.16 4.74 -0.07 0.4398
H 1.33 6.12 -2.14 0.3716
H 1.16 5.03 -4.35 0.4053
H 0.88 2.59 -4.50 0.4362
H 0.72 1.23 -2.45 0.5112
Br 2.10 -1.73 -3.20 -0.1364
C 3.45 -0.35 -2.95 -0.5042
Br 3.75 0.17 -1.07 -0.1010
H 3.12 0.53 -3.49 0.2768
H 4.39 -0.74 -3.33 0.3915
C -3.79 3.36 -2.06 -1.3047
C -2.56 2.56 -1.67 -0.0695
Ge -2.86 1.47 0.01 0.4236
C -2.80 2.65 1.65 -0.0644
C -3.98 3.60 1.78 -1.3340
C -4.70 0.72 -0.09 -0.1680
C -4.64 -0.62 -0.01 -0.6376
Ge -2.65 -1.06 0.07 -0.4360
C -1.95 -1.91 1.77 0.2805
C -2.59 -3.25 2.09 -1.4089
C -1.96 -2.13 -1.54 -0.0480
C -2.73 -3.38 -1.92 -1.3713
C -5.80 -1.50 0.00 0.3588
C -5.62 -2.88 0.05 0.4079
C -6.70 -3.75 0.05 -1.1466
C -7.99 -3.25 -0.02 -0.4393
C -8.19 -1.88 -0.06 -0.7434
C -7.11 -1.02 -0.04 -0.4170
H -3.66 3.85 -3.02 0.4311
H -3.99 4.13 -1.32 0.2400
H -4.66 2.71 -2.13 0.2799
H -1.72 3.24 -1.50 -0.0579
H -2.28 1.89 -2.48 0.4303
H -1.87 3.21 1.63 0.2706
H -2.76 1.99 2.52 0.2171
H -3.93 4.37 1.02 0.2723
H -3.96 4.09 2.75 0.3493
H -4.93 3.07 1.69 0.2446
H -5.64 1.26 -0.17 0.3927
H -2.11 -1.21 2.60 0.3875
H -0.87 -2.03 1.66 -0.0941
H -3.65 -3.13 2.28 0.4284
H -2.13 -3.69 2.98 0.3891
H -2.45 -3.94 1.26 0.2210
H -0.94 -2.43 -1.29 0.0988
H -1.91 -1.46 -2.40 0.4182
H -2.80 -4.07 -1.09 0.2463
H -2.22 -3.90 -2.74 0.3892
H -3.74 -3.14 -2.25 0.3656
H -4.62 -3.27 0.10 0.5534
H -6.54 -4.82 0.09 0.3838
H -8.84 -3.92 -0.03 0.3816
H -9.19 -1.48 -0.11 0.3820
H -7.29 0.05 -0.06 0.3320
O 1.63 -9.53 0.20 -0.4856
C 2.33 -8.65 -0.58 0.6526
O 3.02 -9.09 -1.47 -0.5973
C 2.19 -7.23 -0.24 0.7726
C 3.18 -6.35 -0.69 -0.5693
C 3.16 -5.02 -0.34 -0.6387
C 2.13 -4.51 0.46 0.1451
S 2.19 -2.89 1.05 -0.3031
C 1.10 -5.38 0.86 -0.7656
C 1.14 -6.71 0.54 -0.7455
H 1.19 -9.06 0.91 0.3036
H 3.98 -6.75 -1.30 0.4043
H 3.95 -4.36 -0.66 0.4224
H 0.30 -4.99 1.46 0.4580
H 0.32 -7.35 0.87 0.2037
```

HOMO = -0.153 hartree
charge = -1
max |F| = 3.5 eV/Å
2S+1 = 1
energy above the lowest of the compared OMol25 structures with the same formula, charge and spin = 81.2 kJ/mol
E_LUMO = 1.169 eV

C5H7NO | ωB97M-V with the def2-TZVPD basis set

```
14
Properties=species:S:1:pos:R:3:nbo_charge:R:1
C -1.81 0.09 0.02 -0.6106
C -0.31 -0.06 0.07 -0.0200
N 0.25 -0.97 1.06 -0.5501
C 0.58 0.43 1.15 -0.2241
C 1.77 0.61 -1.16 -0.0357
C 0.46 0.00 -1.22 0.3616
O 0.09 -0.34 -2.33 -0.5337
H -2.10 1.07 -0.36 0.2223
H -2.22 -0.04 1.03 0.2279
H -2.24 -0.68 -0.63 0.2340
H 1.01 -1.55 0.70 0.3609
H 0.22 0.98 2.01 0.2226
H 2.58 -0.11 -0.95 0.1492
H 1.57 0.79 0.82 0.1958
```

HOMO = -0.356 hartree
max |F| = 0.4 eV/Å
2S+1 = 1
energy above the lowest of the compared OMol25 structures with the same formula, charge and spin = 513.0 kJ/mol
E_LUMO = -1.156 eV